1.
Computed, not measured: a structure of composition C12H19BiNO12P2 in a non-equilibrium geometry, with wB97M-V/def2-TZVPD.

Last column: Mulliken charge in e.
Atoms and positions in Å:
1 Bi -0.758 -0.273 -0.158  2.8415
2 C -3.866 0.619 0.585  -0.3559
3 C -3.823 0.752 -0.796  -0.3703
4 C -3.014 1.723 -1.386  -0.3044
5 C -2.254 2.569 -0.592  -0.4084
6 C -2.295 2.437 0.792  -0.3602
7 C -3.096 1.465 1.378  -0.2903
8 H -4.490 -0.137 1.045  0.3594
9 H -4.448 0.126 -1.422  0.4081
10 H -2.993 1.829 -2.463  0.3594
11 H -1.629 3.329 -1.039  0.2695
12 H -1.698 3.094 1.410  0.3376
13 H -3.129 1.373 2.456  0.3579
14 O 1.339 -3.834 -1.628  -0.5475
15 C 0.383 -3.047 -1.111  0.4884
16 O 0.550 -2.447 -0.086  -0.5355
17 C -0.915 -3.181 -1.875  -0.5369
18 O -1.905 -2.232 -1.541  -0.4136
19 C -2.967 -2.733 -0.702  -0.6226
20 C -2.842 -2.598 0.842  0.5510
21 O -3.816 -3.094 1.419  -0.7892
22 O -1.818 -2.051 1.329  -0.6997
23 H 2.136 -3.628 -1.108  0.3920
24 H -1.273 -4.197 -1.680  0.4390
25 H -0.699 -3.083 -2.938  0.3526
26 H -3.122 -3.797 -0.895  0.4367
27 H -3.871 -2.213 -1.018  0.2516
28 N 2.968 2.446 1.678  -0.3384
29 C 3.130 1.347 0.634  0.7629
30 C 4.591 1.235 0.241  -1.8107
31 P 2.043 2.073 -0.688  0.5642
32 O 2.351 0.996 -1.801  -0.5732
33 O 2.604 3.438 -0.921  -0.8759
34 O 0.657 2.003 -0.116  -0.6389
35 P 2.523 -0.224 1.389  0.9214
36 O 3.083 0.135 2.918  -0.6711
37 O 3.266 -1.375 0.844  -0.8299
38 O 1.023 -0.174 1.512  -0.8540
39 H 3.325 3.314 1.267  0.3818
40 H 3.387 2.174 2.567  0.4133
41 H 1.955 2.562 1.806  0.2354
42 H 4.951 2.185 -0.162  0.4400
43 H 4.668 0.476 -0.533  0.3495
44 H 5.215 0.922 1.082  0.4309
45 H 1.527 0.653 -2.230  0.4190
46 H 2.817 -0.564 3.525  0.3457
47 O 0.229 -0.393 -1.831  -1.2822

As for the HOMO energy: -5.38 eV. As for the molecular weight: 640.21 g mol⁻¹. Its LUMO energy is 2.61 eV. The value obtained for the energy above the lowest of the compared OMol25 structures with the same formula, charge and spin is 27.5 kcal per mole. As for the total charge: -1.

=====

2.
Computed, not measured: a cluster of 2 separate species, C12H19Br2F8N2OS in total in a non-equilibrium geometry, with wB97M-V/def2-TZVPD.

Last column: Mulliken charge in e.
Atoms and positions in Å:
1 C -4.818 1.644 2.796  -1.0001
2 C -3.216 2.086 2.676  0.1773
3 Br -2.375 2.654 4.446  -0.1282
4 C -2.444 2.071 1.379  0.1004
5 Br -3.488 1.533 -0.290  -0.0371
6 N -0.979 2.432 1.283  0.3215
7 S -0.880 4.097 0.693  -0.0626
8 C -0.159 1.454 0.420  -0.3998
9 C 1.163 0.875 1.265  -0.3893
10 C 2.365 1.976 1.429  -0.1915
11 C 3.643 1.153 2.126  -0.5466
12 N 4.936 1.936 2.078  -0.5689
13 H -4.798 0.458 2.931  0.3025
14 H -5.331 2.079 3.759  0.3407
15 H -5.454 1.937 1.858  0.3433
16 H -0.473 2.444 2.218  0.4373
17 H -0.096 4.851 1.619  0.2117
18 H -0.773 0.485 0.129  0.1642
19 H 0.194 2.045 -0.542  0.2019
20 H 0.844 0.388 2.282  0.3625
21 H 1.579 -0.012 0.582  -0.1211
22 H 2.783 2.355 0.379  0.2184
23 H 2.062 2.865 2.139  0.1577
24 H 3.849 0.123 1.564  0.2140
25 H 3.290 0.862 3.209  0.3185
26 H 4.857 2.711 2.777  0.2736
27 H 5.116 2.320 1.109  0.2661
28 C -0.164 -1.404 -3.208  -0.9917
29 C 0.403 -1.434 -1.780  1.1907
30 C 1.600 -2.359 -1.576  0.0705
31 F 1.326 -3.647 -1.872  -0.2152
32 F 1.996 -2.345 -0.274  -0.2756
33 F -0.602 -1.717 -0.910  -0.3519
34 F 0.801 -0.156 -1.478  -0.2910
35 O -1.280 -2.263 -3.470  -0.4062
36 C -0.950 -3.623 -3.747  0.7203
37 C -1.416 -4.591 -2.650  0.2081
38 F -0.946 -4.238 -1.429  -0.2066
39 F -0.968 -5.853 -2.889  -0.2543
40 F 0.378 -3.709 -4.004  -0.2634
41 F -1.574 -3.926 -4.919  -0.2893
42 H -0.563 -0.394 -3.361  0.4697
43 H 0.617 -1.506 -3.971  0.3479
44 H 2.451 -2.038 -2.182  0.3209
45 H -2.508 -4.620 -2.593  0.2504

As for the HOMO energy: -11.77 eV. As for the molecular weight: 551.16 g mol⁻¹. Its LUMO energy is -3.90 eV. As for the total charge: +1.

=====

3.
Computed, not measured: a structure of composition C12H19ClLuN5O5S in a non-equilibrium geometry, with wB97M-V/def2-TZVPD.

Last column: Mulliken charge in e.
Atoms and positions in Å:
1 Lu 0.537 -0.274 1.041  1.6666
2 N -1.715 -2.176 4.771  -0.5049
3 C -1.162 -1.904 3.552  0.6656
4 S 0.588 -2.184 3.558  -0.2299
5 N -1.954 -1.555 2.601  -1.2517
6 N -1.489 -1.278 1.340  0.5834
7 C -2.424 -1.231 0.444  -0.3497
8 C -2.218 -1.006 -0.955  0.8004
9 C -3.354 -0.940 -1.775  -0.7390
10 C -3.259 -0.787 -3.137  -0.6851
11 C -1.996 -0.716 -3.722  -0.5831
12 C -0.860 -0.795 -2.952  -0.3908
13 C -0.914 -0.931 -1.543  0.4606
14 O 0.179 -0.984 -0.850  -0.7720
15 H -1.073 -2.229 5.544  0.2017
16 H -2.627 -1.784 4.942  0.2428
17 H -3.450 -1.427 0.765  0.3419
18 H -4.323 -1.027 -1.304  0.3636
19 H -4.148 -0.752 -3.747  0.4033
20 H -1.910 -0.597 -4.793  0.3914
21 H 0.120 -0.763 -3.412  0.4026
22 O 0.996 2.261 3.939  -0.6418
23 Cl 0.899 0.970 3.297  1.2108
24 O 1.892 0.943 2.188  -0.6386
25 O 1.169 -1.855 2.138  -0.6643
26 O -0.415 0.927 2.595  -0.5913
27 N 2.906 -0.647 0.081  -0.4471
28 C 3.563 0.325 -0.802  -1.0636
29 C 2.498 1.037 -1.640  0.2481
30 C 1.883 2.226 -0.886  -0.5212
31 C 0.393 2.441 -1.192  -0.7914
32 N -0.426 1.797 -0.150  -0.4745
33 H 3.556 -0.952 0.806  0.2465
34 H 2.659 -1.474 -0.466  0.2926
35 H 4.300 -0.160 -1.459  0.4211
36 H 4.089 1.052 -0.180  0.3710
37 H 1.718 0.302 -1.851  -0.3011
38 H 2.932 1.368 -2.586  0.4721
39 H 2.432 3.135 -1.131  0.4519
40 H 1.986 2.048 0.192  0.2060
41 H 0.139 1.994 -2.157  0.3267
42 H 0.168 3.515 -1.251  0.3809
43 H -1.376 1.648 -0.495  0.1940
44 H -0.508 2.440 0.642  0.2954

As for the HOMO energy: -7.48 eV. As for the molecular weight: 555.80 g mol⁻¹. Its LUMO energy is 0.25 eV. The value obtained for the energy above the lowest of the compared OMol25 structures with the same formula, charge and spin is 0.0 kcal per mole. As for the total charge: 0.

=====

4.
Computed, not measured: the ion C12H19ClNO with charge +1, with wB97M-V/def2-TZVPD.

Last column: Mulliken charge in e.
Atoms and positions in Å:
1 C 5.710 1.270 -0.849  -1.3018
2 H 5.925 1.851 -1.743  0.3648
3 C 4.294 0.713 -0.904  -0.2081
4 C 3.966 -0.108 0.341  -0.9309
5 C 2.543 -0.656 0.308  -0.7090
6 H 2.372 -1.191 -0.633  0.4773
7 H 2.381 -1.334 1.153  0.4902
8 O 1.663 0.460 0.406  -0.2921
9 C 0.335 0.370 0.455  0.1375
10 C -0.302 1.610 0.656  -0.5593
11 C -1.666 1.746 0.721  -0.8180
12 C -2.485 0.626 0.608  0.5324
13 C -1.879 -0.612 0.410  -0.7012
14 C -0.495 -0.753 0.333  0.6645
15 Cl 0.071 -2.383 0.075  -0.2029
16 H -2.463 -1.523 0.421  0.6105
17 C -3.985 0.746 0.568  -1.0885
18 H -4.314 1.608 1.146  0.4173
19 H -4.456 -0.142 0.990  0.3211
20 C -4.420 0.931 -0.889  -0.6091
21 H -5.505 0.972 -0.984  0.3962
22 H -3.992 1.853 -1.283  0.3667
23 N -3.880 -0.212 -1.679  -0.1458
24 H -2.928 -0.409 -1.260  0.2312
25 H -3.805 -0.003 -2.679  0.3792
26 H -4.460 -1.050 -1.557  0.3823
27 H -2.101 2.720 0.880  0.4116
28 H 0.343 2.468 0.763  0.4512
29 H 4.080 0.514 1.230  0.3261
30 H 4.655 -0.950 0.422  0.4291
31 H 3.580 1.534 -0.987  0.2489
32 H 4.186 0.083 -1.791  0.2615
33 H 5.833 1.916 0.017  0.3341
34 H 6.436 0.464 -0.781  0.3328

As for the HOMO energy: -11.74 eV. As for the molecular weight: 228.74 g mol⁻¹. Its LUMO energy is -3.29 eV. Its SMILES is CCCCOc1ccc(CC[NH3+])cc1Cl. The value obtained for the energy above the lowest of the compared OMol25 structures with the same formula, charge and spin is 0.0 kcal per mole. As for the total charge: +1.